Entry from the Open Molecules 2025 dataset: a 5-piece molecular cluster, C24H64BN7O4S overall (ωB97M-V/def2-TZVPD).

- Electronic energy: -2059.995738 Eh

Geometry (Å):
H 0.3176 2.3373 -5.7056
N -0.0264 1.4057 -5.9146
C 0.8474 0.5163 -5.7406
N 2.1966 0.7330 -5.3762
N 0.5516 -0.8174 -5.9967
C -0.4751 -1.4023 -5.1258
C -0.0995 -1.5284 -3.6331
C -0.8191 -0.4764 -2.7730
C -0.1220 -0.0857 -1.4547
B 0.4148 -1.2982 -0.5940
C 1.7356 -2.1106 -0.8490
C 2.9484 -1.3441 -0.2540
C 4.0045 -0.9221 -1.2844
S 4.4853 0.8252 -1.1266
H 2.3974 1.7183 -5.2953
H 2.4278 0.3105 -4.4840
H 1.4041 -1.3489 -5.8669
H -0.6533 -2.4026 -5.4925
H -1.4051 -0.8728 -5.2381
H 0.9638 -1.3538 -3.5506
H -0.3736 -2.5121 -3.2828
H -0.9456 0.4122 -3.3720
H -1.8101 -0.8496 -2.5643
H 0.6354 0.6731 -1.6270
H -0.8789 0.4053 -0.8551
H -0.2163 -1.6078 0.3787
H 1.9200 -2.3868 -1.8774
H 1.6807 -3.0413 -0.3019
H 2.6273 -0.4813 0.3130
H 3.4240 -1.9909 0.4610
H 3.7119 -1.1263 -2.3017
H 4.9176 -1.4629 -1.1007
H 3.2915 1.4266 -1.2323
C 4.3892 -3.6746 3.3157
O 3.2758 -3.0128 2.7428
C 2.0119 -3.3958 3.2521
C 1.6096 -2.6936 4.5568
C 2.3167 -3.2418 5.7909
N 1.8220 -1.2442 4.4872
H 4.1514 -4.7093 3.5770
H 4.7550 -3.1469 4.1991
H 5.1882 -3.6769 2.5742
H 1.2908 -3.1105 2.4794
H 1.9555 -4.4881 3.3503
H 0.5390 -2.8691 4.6951
H 3.3514 -2.9053 5.8535
H 1.8125 -2.8989 6.6935
H 2.3083 -4.3335 5.7973
H 1.2622 -0.8601 3.7308
H 2.7814 -1.0855 4.1906
C 2.5208 7.2274 -1.4004
O 3.1771 6.0335 -1.7869
C 2.4407 4.8472 -1.5819
C 1.4539 4.5019 -2.7009
C 0.1670 5.3157 -2.6834
N 2.0813 4.6213 -4.0221
H 1.8911 7.0727 -0.5198
H 1.9176 7.6331 -2.2160
H 3.2893 7.9595 -1.1549
H 3.1920 4.0513 -1.5432
H 1.9508 4.8668 -0.5995
H 1.1728 3.4514 -2.5535
H 0.3147 6.3304 -3.0528
H -0.5799 4.8476 -3.3247
H -0.2485 5.3716 -1.6756
H 2.8909 4.0078 -4.0676
H 2.4832 5.5522 -4.0924
C -0.7355 -6.2588 3.9734
O -1.0786 -5.3414 4.9947
C -2.1775 -4.4998 4.7000
C -3.5559 -5.1282 4.9516
C -3.9827 -6.1244 3.8785
N -3.6386 -5.7771 6.2627
H -0.9070 -5.8400 2.9773
H -1.2874 -7.1956 4.0775
H 0.3258 -6.4881 4.0746
H -2.0712 -3.6423 5.3704
H -2.0977 -4.1153 3.6739
H -4.2798 -4.3082 4.9408
H -3.4635 -7.0773 3.9755
H -5.0489 -6.3309 3.9627
H -3.7946 -5.7317 2.8771
H -3.4644 -5.0889 6.9897
H -2.8570 -6.4227 6.3382
C -3.4447 6.0906 -0.1442
O -2.7291 4.9203 -0.4943
C -3.4161 3.7024 -0.2824
C -4.3818 3.3046 -1.4081
C -5.6900 4.0886 -1.4004
N -3.7681 3.4178 -2.7342
H -4.0869 5.9251 0.7252
H -4.0448 6.4562 -0.9806
H -2.7143 6.8607 0.1037
H -2.6359 2.9382 -0.2237
H -3.9236 3.7165 0.6914
H -4.6322 2.2516 -1.2475
H -5.5624 5.1000 -1.7849
H -6.4253 3.5954 -2.0349
H -6.1056 4.1547 -0.3928
H -2.9563 2.8080 -2.7849
H -3.3820 4.3545 -2.8185

Atom charges from the Mulliken analysis, given in e for atoms 1 to 8:
1 H 0.285
2 N -0.730
3 C 0.539
4 N -0.606
5 N -0.321
6 C -1.252
7 C 0.097
8 C -0.524


Entry from the Open Molecules 2025 dataset: C24H64F8HfNO28PS10 as an isolated structure (ωB97M-V/def2-TZVPD).

- Electronic energy: -8283.985145 Eh
- Charge: +2

Geometry (Å):
Hf -0.9419 -2.7663 2.2967
P -1.6967 -0.7747 5.4520
F -3.2629 -1.0332 5.3092
F -1.9046 0.6925 4.8750
F -1.8103 -0.3719 6.9601
F -0.1079 -0.5527 5.4738
F -1.4262 -2.3443 5.7990
F -1.5400 -1.3244 3.8052
N -1.2145 -0.8768 1.1460
S -2.2463 0.4030 1.0669
O -3.2982 0.3945 0.1261
O -1.6485 1.6047 1.4857
F -3.0758 -0.0156 2.3695
S -0.3449 -0.2171 -0.2196
O 0.6938 0.6533 0.1470
O -1.0279 -0.0673 -1.4467
F 0.3976 -1.5522 -0.5915
O 1.9238 -3.5734 -6.5336
S 1.3015 -3.2227 -5.3122
O 1.5596 -3.8013 -4.0263
O 1.5559 -1.6549 -5.2384
C 0.7323 -0.8650 -4.3244
C 1.4475 0.4446 -4.0319
C -0.4347 -3.2774 -5.6290
H 0.5668 -1.3992 -3.3897
H -0.1573 -0.6682 -4.9201
H 2.5286 0.3404 -4.0910
H 1.1498 0.8367 -3.0603
H 1.2044 1.1893 -4.7906
H -0.7849 -4.3112 -5.6570
H -0.6400 -2.8354 -6.5998
H -1.0280 -2.8250 -4.8362
O 3.2708 -4.2452 1.3124
S 2.2288 -3.7337 0.5120
O 1.0200 -3.2641 1.2294
O 2.7541 -2.5730 -0.3427
C 4.0584 -2.8222 -1.0047
C 4.7060 -1.5186 -1.3417
C 1.7390 -4.9901 -0.6463
H 3.8861 -3.3259 -1.9549
H 4.6471 -3.4280 -0.3232
H 5.6520 -1.6740 -1.8755
H 5.1150 -0.9591 -0.4983
H 4.1433 -0.9033 -2.0362
H 0.9721 -5.6364 -0.2316
H 2.6645 -5.5621 -0.7468
H 1.5895 -4.5378 -1.6257
O 1.1650 7.4835 3.4998
S 1.1184 6.4571 2.5143
O 2.2851 6.1693 1.7560
O 0.6522 5.0789 3.2167
C -0.3949 5.1311 4.2124
C -1.5441 4.2709 3.7269
C -0.2644 6.6630 1.4238
H -0.7104 6.1637 4.3861
H -0.0247 4.8320 5.1933
H -2.1820 4.1581 4.6073
H -1.1534 3.2829 3.4850
H -2.0951 4.6762 2.8829
H 0.0699 7.3911 0.6877
H -1.1287 7.0568 1.9528
H -0.4672 5.6600 1.0620
O 2.8166 0.0954 2.0544
S 1.8221 -0.1724 3.0293
O 0.8855 -1.2508 2.6917
O 2.5047 -0.5277 4.3898
C 3.8032 0.1116 4.6280
C 4.0592 0.2212 6.1131
C 0.9957 1.3660 3.4177
H 3.9183 1.0705 4.1212
H 4.5294 -0.5819 4.2052
H 3.8605 -0.7793 6.5019
H 3.4045 0.9308 6.6176
H 5.0897 0.5127 6.2985
H -0.0771 1.2295 3.4652
H 1.2161 2.0460 2.5912
H 1.5517 1.8048 4.2421
O 6.2834 3.4859 2.4140
S 6.4033 4.2956 1.2429
O 7.6603 4.4515 0.6034
O 5.4364 3.7404 0.0997
C 4.0737 3.4678 0.4149
C 3.6098 2.2585 -0.3662
C 5.7316 5.9173 1.5538
H 3.3875 4.3152 0.3609
H 4.0518 3.1896 1.4778
H 4.0820 2.1993 -1.3530
H 2.5383 2.3228 -0.5579
H 3.8656 1.2903 0.0605
H 6.2660 6.3446 2.3950
H 4.6778 5.7779 1.8174
H 5.6552 6.5352 0.6636
O -2.4050 2.7157 -7.3314
S -2.4940 3.6767 -6.2901
O -3.7326 3.8046 -5.5979
O -1.3908 3.2563 -5.1747
C -1.5099 3.9367 -3.9150
C -0.6347 3.2633 -2.8946
C -1.7905 5.2192 -6.8209
H -2.5555 3.9951 -3.6195
H -1.1605 4.9721 -4.0215
H 0.3911 3.0503 -3.1772
H -1.1310 2.3339 -2.5800
H -0.7091 3.7537 -1.9189
H -2.3331 5.6416 -7.6608
H -0.7751 4.9143 -7.0651
H -1.7826 5.9427 -6.0099
O -3.1849 -2.6268 2.0245
S -4.6240 -2.6201 1.7235
O -4.9866 -2.1365 0.4498
O -5.0831 -4.0965 1.8925
C -6.3850 -4.5034 1.4059
C -6.4510 -4.7102 -0.1024
C -5.4660 -1.7898 3.0497
H -7.1319 -3.7267 1.5828
H -6.6889 -5.4497 1.8380
H -5.6110 -5.3286 -0.4482
H -6.4132 -3.8252 -0.7330
H -7.3184 -5.3130 -0.3701
H -5.0612 -0.7857 3.1541
H -5.3201 -2.4116 3.9297
H -6.5223 -1.6838 2.8078
O -1.5503 -3.3392 0.1617
S -1.8123 -3.7199 -1.2372
O -0.9895 -3.2268 -2.2813
O -1.8308 -5.2896 -1.2269
C -1.6564 -5.9563 -2.5178
C -2.0970 -7.3925 -2.3743
C -3.5013 -3.3566 -1.7159
H -0.6184 -5.8145 -2.8395
H -2.0950 -5.4871 -3.4076
H -1.3665 -7.9923 -1.8364
H -2.1694 -7.7953 -3.3847
H -3.0763 -7.4315 -1.9022
H -3.5930 -2.2750 -1.6127
H -4.1878 -3.8752 -1.0529
H -3.5402 -3.7150 -2.7399

Atom charges from the Mulliken analysis, given in e for atoms 1 to 8:
1 Hf 1.295
2 P 1.450
3 F -0.344
4 F -0.234
5 F -0.306
6 F -0.297
7 F -0.424
8 F 0.257


Number 1: orbital gap 9.2 eV, largest force on an atom 1.39 eV/A. Number 2: orbital gap 4.9 eV, largest force on an atom 6.83 eV/A.